{"formula": "C4H11NO2Si", "method": "the ωB97M-V functional and the def2-TZVPD basis", "homo_energy_ev": [-9.9, -8.9], "e_lumo_ev": [-0.39, -1.17], "species": ["Si", "O", "O", "N", "C", "C", "C", "C", "H", "H", "H", "H", "H", "H", "H", "H", "H", "H", "H"], "coordinates": [[0.117, -0.035, 0.031], [3.036, -0.954, -2.174], [3.836, 0.358, -0.683], [3.128, -0.459, -1.107], [-0.544, -0.694, -1.621], [-1.335, -0.298, 1.364], [0.650, 1.761, -0.327], [1.483, -1.037, 0.749], [1.393, 2.132, 0.328], [2.161, -0.387, 1.475], [1.443, -2.109, 0.979], [0.955, 1.831, -1.264], [-0.294, 2.473, -0.166], [-0.909, -0.368, 2.362], [-2.047, 0.399, 1.335], [-0.795, -1.842, -1.580], [-1.447, -0.203, -2.032], [-1.916, -1.118, 1.114], [0.106, -0.481, -2.575]]}

{"formula": "H4O2", "method": "the ωB97M-V functional and the def2-TZVPD basis", "smiles": "O.O", "homo_energy_ev": -10.9, "e_lumo_ev": 0.57, "species": ["O", "O", "H", "H", "H", "H"], "coordinates": [[0.875, 0.772, -0.137], [-1.412, -1.038, -0.293], [-0.620, -0.397, -0.382], [-0.971, -1.701, 0.292], [0.740, 0.813, 0.823], [1.387, 1.551, -0.302]]}

{"formula": "C4H5KO5", "method": "the ωB97M-V functional and the def2-TZVPD basis", "homo_energy_ev": [-15.4, -15.4], "charge": 1, "spin_multiplicity": 2, "e_lumo_ev": [-3.68, -6.61], "species": ["K", "O", "O", "O", "O", "O", "C", "C", "C", "C", "H", "H", "H", "H", "H"], "coordinates": [[2.531, 1.313, -1.040], [3.240, 0.028, 1.154], [-1.687, 2.978, -1.267], [0.121, 1.931, -1.437], [2.845, -1.260, 3.031], [-1.674, 0.752, -0.883], [-1.184, -1.523, -0.391], [-1.103, 1.852, -1.224], [-1.048, -0.114, 0.121], [3.167, -0.594, 2.139], [-2.238, -1.778, -0.560], [-1.585, 0.040, 1.065], [-0.777, -2.211, 0.360], [-0.617, -1.654, -1.322], [0.008, 0.238, 0.256]]}

{"formula": "C4H11NO2", "method": "the ωB97M-V functional and the def2-TZVPD basis", "smiles": "CNC(CO)CO", "homo_energy_ev": -8.9, "e_lumo_ev": 0.86, "species": ["O", "O", "N", "C", "C", "C", "C", "H", "H", "H", "H", "H", "H", "H", "H", "H", "H", "H"], "coordinates": [[-1.263, -0.111, 2.265], [-1.309, -2.090, 0.051], [1.103, 0.676, -0.565], [-0.099, 0.048, 0.036], [-0.177, 0.415, 1.510], [0.760, 1.576, -1.670], [0.023, -1.482, -0.216], [-1.009, 0.381, -0.486], [1.720, 1.897, -2.053], [-0.013, 2.277, -1.414], [-1.720, -1.505, 0.696], [0.738, 0.223, 2.094], [-1.205, -1.070, 2.276], [0.174, -1.658, -1.295], [0.756, -1.956, 0.430], [0.147, 0.956, -2.346], [1.732, -0.088, -0.775], [-0.358, 1.511, 1.462]]}

{"formula": "C30H39BrN6O4Tc", "method": "the ωB97M-V functional and the def2-TZVPD basis", "homo_energy_ev": [-16.8, -16.9], "charge": 4, "spin_multiplicity": 2, "e_lumo_ev": [-14.46, -14.40], "species": ["Tc", "Br", "O", "O", "O", "O", "N", "N", "N", "N", "N", "N", "C", "C", "C", "C", "C", "C", "C", "C", "C", "C", "C", "C", "C", "C", "C", "C", "C", "C", "C", "C", "C", "C", "C", "C", "C", "C", "C", "C", "C", "C", "H", "H", "H", "H", "H", "H", "H", "H", "H", "H", "H", "H", "H", "H", "H", "H", "H", "H", "H", "H", "H", "H", "H", "H", "H", "H", "H", "H", "H", "H", "H", "H", "H", "H", "H", "H", "H", "H", "H"], "coordinates": [[-0.074, 0.025, 0.355], [-5.182, -5.112, -0.600], [1.019, -0.035, -1.211], [-1.249, -1.581, -0.676], [-2.540, 0.126, 0.766], [1.198, 0.269, -3.402], [-6.500, -0.470, 2.178], [-0.778, 1.710, -0.784], [1.326, 6.251, -6.803], [0.761, 4.941, -8.604], [-4.697, 0.846, 2.080], [0.403, 4.152, -6.466], [0.401, 4.234, -5.009], [-5.581, 2.746, 3.457], [-4.525, -1.301, 0.912], [-7.854, 2.294, 4.216], [-0.571, -0.353, 2.655], [0.138, -1.506, 2.261], [-5.242, -0.334, 1.710], [1.264, 1.121, 1.959], [-3.220, -1.014, 0.466], [-0.071, 2.906, -4.419], [-6.690, 3.131, 4.146], [-7.933, 1.046, 3.593], [1.960, -0.036, 1.551], [-0.125, 2.947, -2.885], [-3.112, -3.177, -0.597], [1.404, -1.321, 1.666], [-0.474, -2.592, -1.413], [-2.532, -1.961, -0.288], [2.671, 2.738, 3.178], [-0.430, -2.871, 2.464], [2.758, 2.695, 0.651], [1.878, 2.497, 1.881], [-6.809, 0.660, 2.901], [-5.627, 1.476, 2.813], [0.833, 5.116, -7.290], [-5.108, -2.533, 0.583], [0.674, 0.570, -2.377], [-4.414, -3.465, -0.163], [-0.039, 0.935, 2.495], [-0.466, 1.589, -2.237], [1.433, 6.401, -5.816], [-0.130, -3.219, 3.457], [0.478, -2.130, -1.641], [3.111, 3.734, 3.160], [-2.592, -3.926, -1.171], [-4.696, 3.361, 3.392], [-1.348, 1.156, -2.719], [-0.040, -3.586, 1.741], [0.602, 2.115, -4.741], [-7.116, -1.256, 2.029], [-0.612, 1.802, 2.799], [-1.518, -2.867, 2.432], [2.039, 2.665, 4.063], [-1.778, 1.826, -0.641], [3.007, 3.749, 0.548], [1.420, 4.437, -4.663], [-3.101, 0.665, 1.411], [-0.881, 3.669, -2.565], [1.123, 5.628, -9.245], [-0.333, 2.555, -0.426], [-1.066, 2.670, -4.808], [0.381, 4.100, -9.006], [-0.249, 5.054, -4.685], [-0.347, -3.469, -0.783], [-6.726, 4.080, 4.660], [-8.704, 2.653, 4.782], [0.836, 3.291, -2.488], [2.273, 2.365, -0.272], [-6.105, -2.779, 0.916], [3.483, 2.017, 3.272], [1.048, 3.215, 1.853], [1.651, 6.981, -7.416], [-1.002, -2.835, -2.333], [2.929, 0.070, 1.081], [0.013, 3.327, -6.892], [-8.826, 0.442, 3.664], [3.703, 2.159, 0.738], [1.968, -2.180, 1.326], [-1.572, -0.466, 3.054]]}

Relative energy (zero: lowest compared OMol25 entry of this formula, charge and spin): 544.70; 18.28; 65.83; 223.84; 116.74 (kJ/mol)